No. 1
# C26H19N4O6PtS

C26H19N4O6PtS as an isolated structure (the ωB97M-V functional and the def2-TZVPD basis, the Open Molecules 2025 dataset).

Results
LUMO (alpha / beta) = -3.46 / -5.61 eV
F_max = 0.1 eV Å⁻¹
Total charge = +1
Expectation value of S² = 6.029
Spin multiplicity = 5
Frontier orbital gap (alpha / beta) = 0.265 / 0.229 Eh
E_HOMO (alpha / beta) = -0.3921 / -0.4349 hartree

Cartesian coordinates (Å):
Pt (-0.339, -0.163, 0.239)
O (-3.880, 0.401, -1.988)
C (-2.807, 0.084, -1.532)
N (-2.024, 0.833, -0.680)
C (-2.214, 2.153, -0.428)
C (-3.129, 2.990, -1.094)
C (-3.195, 4.312, -0.750)
C (-2.377, 4.862, 0.269)
C (-1.482, 4.091, 0.944)
C (-1.365, 2.715, 0.610)
N (-0.551, 1.832, 1.195)
C (0.197, 2.048, 2.336)
O (0.402, 3.099, 2.891)
C (0.700, 0.751, 2.903)
C (1.438, 0.729, 4.068)
C (1.883, -0.492, 4.548)
C (1.565, -1.650, 3.856)
C (0.808, -1.553, 2.705)
N (0.387, -0.371, 2.242)
C (-2.171, -1.224, -1.919)
C (-2.770, -2.038, -2.860)
C (-2.110, -3.191, -3.253)
C (-0.871, -3.484, -2.705)
C (-0.337, -2.620, -1.767)
N (-0.987, -1.523, -1.377)
H (-3.768, 2.583, -1.858)
H (-3.891, 4.957, -1.271)
H (-2.464, 5.913, 0.507)
H (-0.848, 4.499, 1.713)
H (1.660, 1.667, 4.554)
H (2.478, -0.540, 5.450)
H (1.896, -2.621, 4.193)
H (0.531, -2.429, 2.134)
H (-3.726, -1.743, -3.267)
H (-2.550, -3.849, -3.990)
H (-0.317, -4.363, -3.000)
H (0.635, -2.790, -1.322)
O (2.021, 1.428, -0.932)
C (1.596, 0.396, -0.571)
C (4.756, -5.746, 3.309)
C (4.503, -4.444, 2.604)
C (5.217, -3.295, 2.944)
C (4.979, -2.089, 2.308)
C (4.010, -2.026, 1.315)
C (3.293, -3.154, 0.950)
C (3.544, -4.353, 1.597)
S (3.793, -0.436, 0.591)
O (3.438, 0.498, 1.617)
O (4.845, -0.154, -0.318)
O (2.406, -0.731, -0.242)
H (5.760, -5.780, 3.727)
H (4.636, -6.591, 2.632)
H (4.050, -5.880, 4.131)
H (5.978, -3.348, 3.712)
H (5.545, -1.207, 2.580)
H (2.559, -3.105, 0.159)
H (2.995, -5.240, 1.303)

Charges in e, computed with natural (NBO), in the same order as the atoms: Pt 1.2298; O -0.5337; C 0.6260; N -0.5942; C 0.2008; C -0.2549; C -0.1183; C -0.1615; C -0.2470; C 0.2997; N -0.5803; C 0.6245; O -0.5136; C 0.1323; C -0.1681; C -0.1160; C -0.2231; C 0.0608; N -0.4754; C 0.1187; C -0.1832; C -0.1233; C -0.2255; C 0.0682; N -0.4991; H 0.2641; H 0.2331; H 0.2356; H 0.2655; H 0.2662; H 0.2419; H 0.2467; H 0.2192; H 0.2658; H 0.2435; H 0.2459; H 0.2132; O -0.4877; C 0.5370; C -0.6372; C 0.0185; C -0.1962; C -0.1979; C -0.2815; C -0.2169; C -0.2097; S 2.3613; O -0.9316; O -0.8642; O -0.7865; H 0.2306; H 0.2295; H 0.2306; H 0.2281; H 0.2440; H 0.2242; H 0.2215

---

No. 2
# C4H3NO2

One molecule with the formula C4H3NO2 at a distorted geometry (the ωB97M-V functional and the def2-TZVPD basis, the Open Molecules 2025 dataset).

Results
LUMO = -0.58 eV
F_max = 3.9 eV Å⁻¹
Frontier orbital gap = 0.336 Eh
E_HOMO = -0.3575 hartree
Structure (SMILES) = C#C/C(C=O)=N/O

Cartesian coordinates (Å):
C (-0.059, -0.188, -0.067)
C (-0.176, 1.261, 0.108)
C (1.299, -0.723, -0.182)
C (2.424, -1.089, 0.103)
H (-2.832, -1.176, 0.093)
H (-1.251, 1.632, 0.537)
H (3.362, -1.717, 0.430)
N (-1.092, -1.025, -0.051)
O (-2.283, -0.427, 0.023)
O (0.712, 2.035, -0.082)

Charges in e, computed with natural (NBO), in the same order as the atoms: C -0.0199; C 0.3832; C -0.0629; C -0.1746; H 0.4863; H 0.1293; H 0.2702; N -0.0289; O -0.5089; O -0.4738